(1)
A molecular structure, C34H36IN4O3Pt. Source: the OMol25 dataset; level of theory: ωB97M-V/def2-TZVPD.

Last column: Löwdin charge in e.
Geometry (Å):
Pt -0.0108 -0.6305 -0.5283  1.155
C -1.1426 -0.9334 4.0507  -0.014
C 0.2556 -1.2535 3.6340  -0.243
N 1.1243 -1.5741 4.5561  0.141
C 2.3823 -1.9128 4.2094  -0.073
C 2.8177 -1.9546 2.9176  -0.144
C 4.2297 -2.3667 2.6065  -0.209
O 4.3195 -3.6935 2.1008  -0.036
C 1.9025 -1.5936 1.8822  -0.082
C 2.4072 -1.5964 0.5419  -0.044
N 2.0132 -0.8409 -0.4452  -0.086
C 2.8747 -0.8516 -1.6015  -0.294
C 4.2591 -0.9049 -1.4389  -0.006
C 5.0906 -0.9829 -2.5438  -0.044
C 4.5649 -0.9863 -3.8281  -0.057
C 3.1960 -0.8747 -4.0120  -0.117
C 2.3833 -0.7819 -2.8978  -0.559
I 0.3432 -0.5996 -3.0552  1.460
C 0.6038 -1.2274 2.2395  -0.280
O -0.3589 -0.8971 1.4130  -0.205
H -1.2065 -0.9791 5.1343  0.089
H -1.8392 -1.6509 3.6153  0.083
H -1.4405 0.0592 3.7057  0.080
H 3.0582 -2.1482 5.0226  0.123
H 4.8424 -2.2840 3.5056  0.125
H 4.6684 -1.6927 1.8637  0.107
H 3.4457 -4.0970 2.0921  0.098
H 3.2850 -2.2105 0.3693  0.132
H 4.6889 -0.8717 -0.4470  0.115
H 6.1605 -1.0349 -2.3971  0.119
H 5.2172 -1.0547 -4.6873  0.117
H 2.7724 -0.8513 -5.0071  0.109
C -2.2492 -2.1969 -2.8974  -0.150
C -3.2798 -2.2504 -1.8148  -0.204
C -4.3507 -3.1337 -1.8506  -0.023
C -5.2257 -3.2378 -0.7838  -0.049
C -5.0358 -2.4585 0.3456  -0.026
C -3.9924 -1.5433 0.4178  -0.193
C -3.7995 -0.7184 1.6601  -0.019
C -3.1373 -1.4403 -0.6854  -0.178
N -2.1091 -0.4102 -0.5911  0.015
C -2.5042 0.8072 -0.7026  -0.232
C -3.8771 1.1999 -1.1543  0.024
C -1.5578 1.9278 -0.3597  -0.251
C -2.1731 3.1954 0.1573  0.023
N -0.3094 1.7381 -0.5192  0.059
C 0.5869 2.8491 -0.3326  -0.201
C 0.7211 3.7515 -1.3899  -0.206
C -0.0493 3.5918 -2.6729  -0.029
C 1.5974 4.8191 -1.2227  -0.033
C 2.3164 4.9770 -0.0500  -0.058
C 2.1751 4.0580 0.9771  -0.031
C 1.3147 2.9745 0.8543  -0.204
C 1.1558 1.9607 1.9495  -0.013
H -2.3981 -2.9303 -3.6878  0.096
H -1.3212 -2.4366 -2.3755  -0.032
H -2.2253 -1.2093 -3.3671  0.020
H -4.4724 -3.7638 -2.7224  0.119
H -6.0468 -3.9409 -0.8246  0.113
H -5.7029 -2.5578 1.1926  0.117
H -4.3920 -1.1299 2.4752  0.094
H -4.1195 0.3195 1.5318  0.076
H -2.7546 -0.7041 1.9577  0.041
H -4.2824 0.4466 -1.8262  0.105
H -3.8363 2.1673 -1.6532  0.098
H -4.5684 1.2929 -0.3151  0.101
H -3.0962 2.9830 0.6946  0.095
H -2.4141 3.8827 -0.6567  0.100
H -1.4725 3.7029 0.8171  0.101
H -0.0337 2.5611 -3.0288  0.032
H 0.3767 4.2254 -3.4485  0.087
H -1.0974 3.8832 -2.5612  0.077
H 1.7161 5.5288 -2.0321  0.117
H 2.9933 5.8133 0.0612  0.111
H 2.7413 4.1715 1.8933  0.117
H 1.8540 2.1219 2.7673  0.096
H 1.3090 0.9720 1.5267  0.040
H 0.1404 1.9665 2.3571  0.092
O -0.0216 -2.5542 -0.6810  -0.594

Summary:
Relative energy (zero: lowest compared OMol25 entry of this formula, charge and spin) ... 83.91 kcal/mol
LUMO energy ... -3.9 eV
Net charge ... +1
HOMO level ... -10.666 eV
Spin multiplicity ... 1

***

(2)
A molecular structure, C33H50N6RbSSi. Source: the OMol25 dataset; level of theory: ωB97M-V/def2-TZVPD.

Last column: Löwdin charge in e.
Geometry (Å):
Rb 0.1172 0.5222 0.6409  0.568
C 2.3072 1.5307 -4.0986  -0.025
C 1.2478 1.7383 -3.0118  -0.284
N 1.3788 2.4084 -1.9356  0.085
C 2.3461 3.4514 -1.7468  -0.209
C 2.0426 4.2478 -0.4751  -0.203
N 0.7103 4.0597 0.1227  -0.081
C -0.2737 5.0888 -0.1263  -0.227
C -1.5468 4.7318 0.6987  -0.228
N -2.0123 3.3681 0.4996  -0.100
C -3.3106 2.9729 1.1049  -0.169
C -3.9554 1.7688 0.2866  -0.166
N -2.9967 1.3557 -0.7142  0.057
C -3.2842 0.6525 -1.7281  -0.276
C -4.5089 -0.1386 -2.1057  -0.027
C -2.1896 0.5147 -2.7639  -0.209
C -2.2993 -0.2971 -3.9187  -0.005
C -1.2255 -0.3717 -4.8002  -0.042
C -0.0816 0.3488 -4.5162  -0.023
C 0.0027 1.0582 -3.3182  -0.198
N -1.0592 1.1292 -2.4585  0.173
H 3.2366 2.0707 -3.7666  0.086
H 1.9750 1.9546 -5.0454  0.080
H 2.4794 0.4484 -4.2172  0.096
H 2.3285 4.2060 -2.5845  0.131
H 3.3601 3.0076 -1.7334  0.121
H 2.2470 5.3269 -0.6540  0.116
H 2.7649 3.9491 0.3109  0.102
H 0.2741 3.1538 -0.1444  0.034
H -0.5595 5.1357 -1.2107  0.115
H 0.1357 6.0628 0.1651  0.111
H -2.3641 5.4310 0.4322  0.103
H -1.3369 4.8975 1.7661  0.113
H -1.9990 3.2080 -0.4980  0.079
H -4.0187 3.8284 1.0520  0.102
H -3.2014 2.6989 2.1517  0.102
H -4.8750 2.0929 -0.2077  0.110
H -4.1538 0.9808 1.0167  0.119
H -5.3157 0.0038 -1.3892  0.071
H -4.2553 -1.1879 -2.2390  0.087
H -4.8844 0.2212 -3.1074  0.103
H -3.2723 -0.7939 -4.0781  0.101
H -1.2639 -1.0309 -5.6671  0.114
H 0.7330 0.3469 -5.2357  0.098
C 3.1554 0.4753 3.3928  -0.252
C 2.2292 -0.5831 3.5776  -0.271
C 0.9774 -0.0389 3.9320  -0.306
C 1.1129 1.3928 3.9268  -0.300
C 2.4286 1.7136 3.5842  -0.274
C 3.0199 3.0880 3.4626  -0.084
C 0.0140 2.4000 4.2601  -0.074
C -0.2724 -0.7754 4.3981  -0.087
C 2.4460 -2.0708 3.3595  -0.063
C 4.6102 0.3339 3.0855  -0.100
H 2.3530 3.7072 2.7878  0.065
H 4.0521 3.1415 3.0215  0.063
H 3.0225 3.5934 4.4083  0.045
H -0.4585 2.8672 3.3171  0.067
H 0.3682 3.2755 4.8452  0.063
H -0.7778 1.9286 4.8336  0.043
H -1.1917 -0.2476 4.0059  0.064
H -0.3329 -0.7262 5.5284  0.074
H -0.2980 -1.8521 4.1776  0.049
H 2.0918 -2.6584 4.2434  0.070
H 3.5248 -2.3003 3.2212  0.066
H 1.8532 -2.3803 2.4968  0.030
H 5.0875 1.2979 2.7557  0.057
H 4.7787 -0.4245 2.3199  0.050
H 5.2770 -0.0607 3.9134  0.071
C 2.0020 -5.7138 -1.6509  -0.194
Si 0.1573 -5.3271 -1.8572  0.511
C -0.0930 -4.2768 -3.4023  -0.184
C -0.8449 -6.9046 -1.9932  -0.202
C -0.4823 -4.4396 -0.3437  -0.273
C -1.6729 -4.8997 0.2076  -0.119
C -2.4162 -4.1543 1.1336  -0.113
C -1.7982 -3.0650 1.6802  -0.172
N -0.6117 -2.5925 1.2122  -0.015
C 0.0472 -3.1995 0.1778  -0.846
S 1.3347 -2.4004 -0.5726  0.465
H 2.3642 -6.3934 -2.4183  0.010
H 2.2036 -6.2422 -0.7138  0.032
H 2.6046 -4.8204 -1.7208  -0.009
H 0.4146 -4.8063 -4.2177  0.023
H 0.3941 -3.3424 -3.3206  -0.024
H -1.1469 -4.1150 -3.6728  0.029
H -0.5247 -7.6142 -2.7449  0.019
H -1.8940 -6.7252 -2.1552  0.014
H -0.9081 -7.4694 -1.0399  0.039
H -2.0446 -5.8852 -0.1215  0.076
H -3.3958 -4.4195 1.4704  0.076
H -2.2036 -2.4429 2.4568  0.087

Summary:
Relative energy (zero: lowest compared OMol25 entry of this formula, charge and spin) ... 15.05 kcal/mol
LUMO energy ... 1.7 eV
Net charge ... -1
HOMO level ... -2.284 eV
Spin multiplicity ... 1

***

(3)
A gas-phase ion, C9H14N3OS (charge +1). Source: the OMol25 dataset; level of theory: ωB97M-V/def2-TZVPD.

Last column: Löwdin charge in e.
Geometry (Å):
C 4.9643 2.1402 0.1259  -0.102
N 4.2236 1.2487 -0.3484  -0.273
S 2.5760 1.1119 0.3986  0.943
N 2.3589 -0.5111 -0.2167  -0.248
C 1.3700 -1.3693 -0.0831  -0.341
C 1.6228 -2.8091 -0.5662  0.055
N 0.2829 -0.9375 0.5696  0.065
C -1.0445 -1.5083 0.9464  -0.045
C -2.0399 -0.5119 0.4174  -0.299
C -3.1879 -0.7042 -0.3140  0.003
C -3.6342 0.6079 -0.5975  -0.025
C -2.7122 1.5060 -0.1830  -0.254
C -2.5366 2.9434 -0.0583  -0.010
O -1.6977 0.7838 0.4803  0.035
H 5.9232 2.2470 -0.3326  0.090
H 4.5515 2.6958 0.9248  0.057
H 3.2952 -0.7899 -0.6448  0.142
H 2.4893 -3.1471 -0.2319  0.035
H 0.9815 -3.5069 -0.0184  0.098
H 1.5885 -2.7713 -1.6714  0.123
H 0.3864 0.1050 0.7710  0.114
H -0.9564 -1.5951 2.1185  0.168
H -1.0909 -2.5435 0.4851  0.145
H -3.6833 -1.6582 -0.5021  0.125
H -4.5893 0.8915 -1.1039  0.142
H -1.7617 3.2701 0.5808  0.075
H -2.4070 3.4387 -1.0324  0.103
H -3.3115 3.4831 0.4124  0.077

Summary:
SMILES ... C=NS/[NH+]=C(/C)NCc1ccc(C)o1
Relative energy (zero: lowest compared OMol25 entry of this formula, charge and spin) ... 19.21 kcal/mol
LUMO energy ... -3.2 eV
Net charge ... +1
HOMO level ... -11.412 eV
Spin multiplicity ... 1

***

(4)
A molecular structure, C29H48N7O2P2Pd. Source: the OMol25 dataset; level of theory: ωB97M-V/def2-TZVPD.

Last column: Löwdin charge in e.
Geometry (Å):
Pd 0.1834 1.4104 -0.5941  0.253
N 4.9680 -0.2125 -0.8120  0.057
C 4.0020 -1.2799 -1.2516  -0.092
C 2.6498 -0.6303 -1.5286  -0.187
N 2.1573 0.1531 -0.4181  -0.140
C 3.1106 1.1367 0.0735  -0.223
C 4.4610 0.5199 0.4065  -0.089
H 5.0820 0.4624 -1.5721  0.182
H 5.8867 -0.6158 -0.6326  0.180
H 3.9374 -1.9928 -0.4296  0.130
H 4.4191 -1.7698 -2.1304  0.134
H 1.9345 -1.4171 -1.7665  0.131
H 2.7270 0.0117 -2.4137  0.127
H 1.8185 -0.3933 0.3756  0.049
H 2.7012 1.5765 0.9793  0.103
H 3.2228 1.9333 -0.6689  0.118
H 4.3658 -0.2201 1.2012  0.114
H 5.2068 1.2646 0.6802  0.137
C -0.2218 -2.2505 0.9329  -0.115
N 0.8218 -2.6586 1.8779  -0.298
C 0.6204 -4.0405 2.3127  -0.115
P 1.2423 -1.4730 2.9840  0.527
O 1.5813 -0.2066 2.2772  -0.293
N 0.0542 -1.1842 4.0818  -0.300
C -0.4748 -2.2134 4.9620  -0.103
C -0.7120 0.0569 4.0497  -0.092
N 2.4534 -2.2186 3.8448  -0.308
C 2.8678 -1.6120 5.1083  -0.091
C 3.5843 -2.7524 3.0983  -0.117
H -0.2365 -2.9504 0.0946  0.090
H -0.0529 -1.2501 0.5375  0.032
H -1.2190 -2.2669 1.3930  0.089
H 0.7089 -4.7010 1.4482  0.088
H -0.3734 -4.1941 2.7479  0.084
H 1.3687 -4.3272 3.0469  0.071
H 0.1900 -3.0749 4.9860  0.074
H -1.4685 -2.5423 4.6425  0.087
H -0.5621 -1.8225 5.9793  0.088
H -0.2489 0.7626 3.3651  0.063
H -0.7497 0.5017 5.0481  0.091
H -1.7411 -0.1242 3.7213  0.078
H 2.0033 -1.2535 5.6598  0.074
H 3.5515 -0.7704 4.9511  0.088
H 3.3796 -2.3626 5.7122  0.090
H 3.2478 -3.1944 2.1628  0.065
H 4.0809 -3.5246 3.6884  0.091
H 4.3274 -1.9726 2.8807  0.072
C 0.4747 4.2975 1.5169  -0.264
P -0.4637 3.3330 0.2677  0.840
C -1.1006 4.6798 -0.8006  -0.370
C -1.9329 5.6849 -0.3119  -0.090
C -2.3931 6.6875 -1.1511  -0.080
C -2.0243 6.6966 -2.4905  -0.085
C -1.1991 5.6989 -2.9883  -0.086
C -0.7437 4.6933 -2.1459  -0.112
C -1.9756 2.8946 1.1826  -0.338
C -2.2177 3.0513 2.4873  -0.091
C -3.4038 2.4599 3.1304  -0.078
C -4.3518 1.8224 2.4464  -0.056
C -4.2977 1.6823 0.9555  -0.186
C -2.9104 2.0497 0.3671  -0.208
H -0.1225 5.0826 1.9844  0.039
H 1.3262 4.7598 1.0171  0.039
H 0.8526 3.6176 2.2826  0.032
H -2.2330 5.6758 0.7305  0.104
H -3.0431 7.4620 -0.7645  0.104
H -2.3860 7.4785 -3.1456  0.104
H -0.9163 5.6994 -4.0331  0.102
H -0.1125 3.8969 -2.5245  0.074
H -1.5288 3.6012 3.1181  0.093
H -3.5013 2.5673 4.2046  0.104
H -5.2187 1.4220 2.9637  0.107
H -5.1485 2.1947 0.4972  0.151
H -3.0002 2.4310 -0.6527  0.152
N -6.9212 -0.1089 0.1080  0.189
C -6.1988 -0.1955 -1.0396  -0.493
O -6.7144 -0.3741 -2.1233  0.067
C -4.7053 -0.0640 -0.8785  -0.097
C -3.9448 -0.2311 -1.9583  0.034
C -2.4781 -0.1984 -1.8747  -0.113
N -1.8084 0.1126 -0.8358  0.014
C -2.5712 0.5413 0.3230  -0.251
C -4.0863 0.2186 0.4553  -0.155
H -7.9190 -0.2186 0.0460  0.119
H -6.4984 0.0167 1.0084  0.085
H -4.4183 -0.4412 -2.9087  0.122
H -1.9188 -0.4712 -2.7661  0.110
H -2.0227 0.2588 1.2223  0.127
H -4.3459 -0.5628 1.1786  0.148

Summary:
Relative energy (zero: lowest compared OMol25 entry of this formula, charge and spin) ... 37.18 kcal/mol
LUMO energy ... -2.8 eV
Net charge ... +1
HOMO level ... -8.518 eV
Spin multiplicity ... 1

***

- net charge of number 4 (C29H48N7O2P2Pd)?
  +1

***

- What is the formula in the third record?
  C9H14N3OS